C26H17IN3O2STc | wB97M-V/def2-TZVPD

As for the LUMO energy (spin up / spin down): -0.151 / -0.186 Ha. As for the total energy: -56930.024 eV. The total charge is +1. The value obtained for the HOMO-LUMO gap (spin up / spin down) is 0.2700 / 0.2409 Ha. The spin multiplicity is 4.

XYZ file:
```
51
Properties=species:S:1:pos:R:3:forces:R:3
I 10.0829 6.8831 6.7729 0.0900 0.5439 -0.2468
Tc 12.2930 7.9399 8.0726 0.9123 0.1371 -0.1095
S 10.8340 6.5537 12.0868 0.4716 0.3757 -0.1316
O 13.4677 7.6097 6.2914 -0.1407 0.2464 0.3346
O 15.4338 10.0915 9.5496 -0.1956 0.2600 0.2409
N 11.7951 7.9876 9.9063 -0.3877 -1.0121 1.3279
N 15.6340 8.4813 6.4376 0.5385 -0.1130 -1.9368
N 14.2232 8.5820 8.1902 0.6202 0.2547 -1.0352
C 8.9337 8.9859 4.9067 -0.1313 1.6322 -0.5744
C 17.9746 10.8928 6.2362 -0.1551 -1.4230 0.0294
C 17.1942 13.1696 5.8373 -0.1654 -0.4013 -0.2233
C 16.4563 9.2519 7.4025 -2.1671 -1.7686 1.0963
C 11.5344 9.6763 7.5196 0.6073 1.2757 0.0311
C 16.7632 10.5743 6.8573 0.0112 2.2357 -0.7753
C 15.3214 9.4514 8.5658 0.1150 -1.7889 -0.8684
C 19.7311 8.1549 9.1315 -1.7829 -0.8697 0.1015
C 19.6481 6.7457 9.1075 1.1689 -0.1894 -1.6517
C 15.7492 11.5738 6.8512 -0.5810 -1.3076 0.4109
C 10.5797 12.2247 6.9844 1.1505 -1.1167 -0.4637
C 10.0962 11.1732 6.1590 -0.2784 0.5326 1.3837
C 18.2037 12.1945 5.8446 0.7712 1.1273 -1.6394
C 11.6468 12.0665 7.8475 0.3386 0.0082 -0.0423
C 10.5673 9.8628 6.4935 -0.2495 1.2371 0.5902
C 18.5185 6.1430 8.5310 -0.5973 2.2036 0.0622
C 11.4614 7.3765 10.9085 -0.4088 0.3276 -1.1012
C 9.0098 11.3863 5.2389 1.2447 0.0928 0.6451
C 8.5215 10.3441 4.5603 0.3612 -2.3168 0.8551
C 17.4599 6.9674 8.0330 0.2826 -2.5696 -0.0351
C 14.4364 8.2023 6.8665 -0.1520 -0.0484 1.6472
C 12.1516 10.7843 8.1391 -0.1629 -0.7264 -0.6876
C 18.6150 8.8948 8.6659 2.2225 -0.0169 -0.0842
C 17.5277 8.3378 8.0002 0.5161 0.8964 0.6758
C 15.9533 12.8359 6.3623 -0.1264 0.2873 -0.3421
C 9.8719 8.8458 5.8769 -0.7544 -2.1018 -0.5880
H 7.6859 10.4887 3.9390 -0.7433 -0.0637 -1.0037
H 20.6090 6.1636 9.1736 -1.2795 0.4509 0.6486
H 10.1871 13.1809 6.8332 -0.5166 1.4074 -0.2495
H 12.1707 12.9475 8.2355 -0.4968 -0.3563 0.1647
H 15.0999 13.5204 6.3255 0.4396 -0.1497 -0.0964
H 17.2237 14.0809 5.2326 0.7125 -0.1070 0.6336
H 18.8216 9.9431 8.6536 -0.5298 0.6958 0.0258
H 8.4874 8.1676 4.3666 -0.1175 -0.2236 0.2393
H 8.5557 12.3502 5.0694 0.3330 0.3068 0.2279
H 20.6130 8.6572 9.5297 -0.3273 -0.0833 -0.1945
H 18.6237 10.0351 5.8902 -0.2257 1.2888 0.9888
H 16.6427 6.3503 7.6285 0.1299 0.8141 -0.0740
H 18.3901 5.0910 8.3758 0.2792 -0.3924 0.2156
H 15.8472 8.3474 5.4340 0.1151 0.2097 1.0433
H 19.1659 12.4361 5.3466 -0.7650 -0.2068 0.3556
H 14.6847 11.3311 7.0821 1.0366 -0.0264 0.3180
H 13.0591 10.6073 8.7510 -1.0303 0.5317 -0.1380
```
Forces are in eV/Å.